One molecule with the formula C4H8O2 at a distorted geometry, computed with wB97M-V/def2-TZVPD.

Its HOMO energy is -0.3485 hartree. Its SMILES is OC[C@@H]1C[C@@H]1O. Its net charge is 0.

Geometry as XYZ:
```
14
C4H8O2 (wB97M-V/def2-TZVPD)
O -0.8425 -1.6141 -0.3433
C -0.7454 -0.8472 0.8466
C -0.3280 0.6260 0.5705
C -0.5629 0.8363 -0.8958
C 0.8960 0.5844 -0.2328
O 1.7428 -0.4931 0.1028
H -0.0664 -1.3905 -0.8797
H -1.7404 -0.8761 1.2961
H -0.0235 -1.3272 1.5172
H -0.4906 1.3359 1.3783
H -1.4169 0.2570 -1.2552
H -0.5176 1.7997 -1.3850
H 1.4573 1.4780 -0.4884
H 2.6382 -0.3692 -0.2313
```

---

A 2-piece molecular cluster, C2H6O3 overall at a distorted geometry, computed with wB97M-V/def2-TZVPD.

Its HOMO energy is -0.3909 hartree. Its SMILES is O=CO.CO. Its net charge is 0.

Geometry as XYZ:
```
11
C2H6O3 (wB97M-V/def2-TZVPD)
O -2.3489 -1.0252 0.4147
C -1.8473 -0.1066 -0.1356
O -1.6508 1.0900 0.5216
H -1.4098 -0.0977 -1.1487
H -2.0932 1.8132 0.0539
C 1.5051 -0.2014 0.4073
O 1.2641 -0.6188 -0.9457
H 2.3876 -0.6979 0.7896
H 1.4585 0.8725 0.4984
H 0.6476 -0.5232 0.9880
H 2.0870 -0.5049 -1.4434
```

---

E_LUMO values, unit eV, following the record order: 0.65; 0.70.
HOMO-LUMO gap values, unit eV, following the record order: 10.14; 11.34.
Energy above the lowest of the compared OMol25 structures with the same formula, charge and spin values, unit kJ/mol, following the record order: 315.4; 160.7.